# C23H24BBrClN8O2Pt

C23H24BBrClN8O2Pt as an isolated structure at a distorted geometry (ωB97M-V/def2-TZVPD, the OMol25 dataset).

- charge = +2
- E (hartree) = -4657.27142
- Kohn-Sham gap (alpha / beta) (eV) = 5.51 / 4.36
- spin multiplicity = 2

XYZ file:
```
61
C23H24BBrClN8O2Pt | the OMol25 dataset | ωB97M-V/def2-TZVPD
Pt 0.9288 0.5826 0.3497
C -0.3768 -0.8180 3.5535
C -1.2041 -0.7969 2.3142
C -2.5813 -0.9787 2.2237
C -2.8715 -0.9531 0.8742
N -1.7317 -0.7844 0.1995
N -0.7048 -0.6745 1.0666
B -1.4963 -0.6579 -1.2971
N -1.3503 0.8384 -1.5658
C -1.9181 1.6618 -2.4462
C -1.5017 2.9558 -2.1796
C -0.6495 2.8729 -1.0882
C 0.0498 3.9831 -0.3888
N -0.5738 1.5691 -0.7238
N -0.1478 -1.2911 -1.6391
C 0.1516 -2.2644 -2.4996
C 1.5239 -2.3231 -2.6447
C 2.0449 -1.3219 -1.8274
C 3.4752 -0.9450 -1.6710
N 0.9978 -0.7137 -1.2330
N -2.5766 -1.3513 -2.0633
C -3.0323 -2.6131 -1.7986
C -3.8123 -2.9952 -2.8497
C -3.8072 -1.8880 -3.7418
C -4.5030 -1.7806 -5.0533
N -3.0538 -0.9204 -3.2577
H -0.7689 -1.5700 4.2353
H 0.6603 -1.0538 3.3246
H -0.4264 0.1445 4.0615
H -3.2742 -1.0943 3.0388
H -3.8179 -1.0560 0.3698
H -2.5825 1.2688 -3.1987
H -1.7919 3.8539 -2.6960
H -0.5609 4.8833 -0.4153
H 0.2748 3.7220 0.6437
H 0.9804 4.2164 -0.9005
H -0.6146 -2.8599 -2.9692
H 2.0906 -2.9996 -3.2599
H 3.9502 -0.9246 -2.6503
H 3.5839 0.0261 -1.2049
H 4.0009 -1.6880 -1.0701
H -2.7528 -3.1424 -0.9017
H -4.3465 -3.9220 -2.9726
H -5.5051 -2.2029 -4.9905
H -4.5489 -0.7499 -5.3948
H -3.9808 -2.3727 -5.8074
Cl 5.5445 1.9185 6.0369
C 4.2389 1.6855 5.0076
C 2.9675 2.2177 5.3382
C 1.9292 2.0898 4.4735
C 2.0728 1.3860 3.2175
O 1.1003 1.3368 2.4324
C 3.3533 0.7589 2.9578
C 3.5175 -0.1280 1.8310
O 2.6163 -0.5658 1.1159
C 4.4039 0.9458 3.8155
H 2.8394 2.7327 6.2809
H 0.9595 2.5176 4.6922
H 4.5459 -0.4533 1.6265
H 5.3642 0.4899 3.6027
Br 2.6978 2.1966 -0.2834
```

# C23H24ClN8O2PRh

C23H24ClN8O2PRh as an isolated structure (ωB97M-V/def2-TZVPD, the OMol25 dataset).

- charge = +3
- E (hartree) = -2390.37595
- Kohn-Sham gap (alpha / beta) (eV) = 8.03 / 5.67
- spin multiplicity = 5
- relative energy (zero: lowest compared OMol25 entry of this formula, charge and spin) (kcal per mole) = 0.7

XYZ file:
```
60
C23H24ClN8O2PRh | the OMol25 dataset | ωB97M-V/def2-TZVPD
Rh -0.0913 -0.4786 -0.7757
N -0.0428 -2.0637 -2.6952
N 0.8749 -1.5953 -3.6571
C 1.6622 -0.5322 -3.3874
N 2.6538 -0.2314 -4.1948
N 1.3160 0.1257 -2.2668
N 2.1646 1.0339 -1.6664
O 3.0436 1.5834 -2.2680
O 1.8777 1.2054 -0.4820
H 0.2618 -2.9752 -2.3591
H -0.9448 -2.1778 -3.1494
H 1.0354 -2.1535 -4.4845
H 2.8893 -0.8185 -4.9818
H 3.1996 0.6048 -4.0342
Cl 0.5626 0.5166 2.8355
C -0.1131 1.8203 3.7712
C 0.7283 2.6231 4.5093
C 0.1788 3.6550 5.2665
C -1.1915 3.8869 5.2769
C -2.0334 3.0848 4.5290
C -1.4985 2.0431 3.7553
P -2.5356 0.9759 2.8115
C -2.1909 1.0602 1.0460
C -1.4595 2.0966 0.4682
C -1.2565 2.1170 -0.9086
C -1.7950 1.1174 -1.7162
C -2.4831 0.0386 -1.1321
C -2.6448 -0.0084 0.2590
C -4.2420 1.1134 3.1661
C -4.6294 0.9512 4.5127
C -5.9629 1.0446 4.8513
C -6.9134 1.2798 3.8610
C -6.5380 1.4214 2.5252
C -5.2103 1.3279 2.1672
H 1.7939 2.4414 4.5075
H 0.8342 4.2817 5.8567
H -1.6014 4.6956 5.8654
H -3.0995 3.2685 4.5272
H -1.0714 2.8970 1.0862
H -0.7102 2.9340 -1.3623
H -1.7062 1.1902 -2.7925
H -2.9364 -0.7259 -1.7501
H -3.2025 -0.8276 0.6981
H -3.8877 0.7516 5.2770
H -6.2684 0.9275 5.8818
H -7.9587 1.3508 4.1313
H -7.2891 1.6150 1.7719
H -4.9194 1.4594 1.1330
N -0.5089 -5.0635 2.2638
C 0.2318 -4.0262 1.8508
C -0.2509 -3.0607 0.9397
N 0.5135 -2.0320 0.5818
C 1.7493 -1.9229 1.0887
C 2.2038 -2.8848 1.9829
N 1.4652 -3.9084 2.3603
H -1.4007 -5.2884 1.8608
H -0.0775 -5.7402 2.8743
H -1.2424 -3.1309 0.5095
H 2.3570 -1.0779 0.7943
H 3.2001 -2.8125 2.4026
```

# C23H24F3N5O3

The molecule C23H24F3N5O3 at a distorted geometry (ωB97M-V/def2-TZVPD, the OMol25 dataset).

- SMILES string = COc1ccc(-c2cc(C(F)(F)F)n3nc(C(=O)N4CCN5CCC[C@H]5C4)cc3n2)cc1OC
- charge = 0
- E (hartree) = -1689.92983
- Kohn-Sham gap (eV) = 7.65
- spin multiplicity = 1
- relative energy (zero: lowest compared OMol25 entry of this formula, charge and spin) (kcal per mole) = 0.0

XYZ file:
```
58
C23H24F3N5O3 | the OMol25 dataset | ωB97M-V/def2-TZVPD
C 6.8244 -4.7847 2.5647
O 5.4351 -5.0053 2.5812
C 4.5982 -4.0110 2.1591
C 5.0556 -2.7777 1.7048
C 4.1944 -1.7930 1.2629
C 2.8203 -2.0155 1.2686
C 1.8528 -1.0202 0.8184
C 2.2444 0.0955 0.0147
C 1.2961 0.9908 -0.3795
C 1.5775 2.1941 -1.2430
F 1.2778 3.3452 -0.6280
F 2.8714 2.2670 -1.5849
F 0.8792 2.1710 -2.3869
N 0.0134 0.8028 0.0054
N -1.0315 1.5488 -0.2724
C -2.0749 0.9429 0.3106
C -3.4730 1.4347 0.3014
O -4.3106 0.8566 0.9826
N -3.7761 2.5146 -0.4479
C -2.8748 3.2034 -1.3488
C -3.6840 4.0927 -2.3082
N -4.8368 3.4359 -2.8773
C -4.5499 2.3938 -3.8571
C -4.8157 1.0565 -3.1656
C -5.9900 1.4071 -2.2565
C -5.7393 2.8765 -1.8616
C -5.1408 2.9936 -0.4532
C -1.6862 -0.2240 0.9800
C -0.3182 -0.3240 0.7835
N 0.5973 -1.1975 1.1646
C 2.3550 -3.2411 1.7416
C 3.2053 -4.2442 2.1840
O 2.5649 -5.3705 2.5907
C 3.2560 -6.4592 3.1623
H 7.2666 -5.7070 2.9388
H 7.1911 -4.5943 1.5512
H 7.1099 -3.9563 3.2203
H 6.1141 -2.5743 1.6919
H 4.6108 -0.8519 0.9420
H 3.2638 0.2251 -0.3036
H -2.2997 2.4723 -1.9218
H -2.1593 3.8109 -0.7836
H -4.0350 4.9880 -1.7874
H -3.0341 4.4213 -3.1211
H -5.2494 2.5204 -4.6921
H -3.5349 2.4840 -4.2440
H -3.9528 0.7454 -2.5752
H -5.0540 0.2636 -3.8721
H -6.9257 1.3261 -2.8101
H -6.0458 0.7628 -1.3816
H -6.6799 3.4436 -1.8783
H -5.1629 4.0333 -0.1111
H -5.7086 2.3834 0.2511
H -2.3241 -0.8838 1.5265
H 1.2944 -3.4292 1.7645
H 2.4783 -7.1730 3.4337
H 3.8058 -6.1645 4.0585
H 3.9427 -6.9234 2.4518
```

# C23H24F3NOSi2

C23H24F3NOSi2 as an isolated structure at a distorted geometry (ωB97M-V/def2-TZVPD, the OMol25 dataset).

- charge = 0
- E (hartree) = -1899.41823
- Kohn-Sham gap (eV) = 9.71
- spin multiplicity = 1
- relative energy (zero: lowest compared OMol25 entry of this formula, charge and spin) (kcal per mole) = 25.8

XYZ file:
```
54
C23H24F3NOSi2 | the OMol25 dataset | ωB97M-V/def2-TZVPD
Si 0.2408 -3.2415 1.7361
O -0.6327 -2.0246 2.5689
Si -1.9668 -1.4363 1.6498
C -3.4360 -2.6291 1.6580
C -4.7684 -2.2881 1.1044
C -5.7665 -3.3279 1.1495
N -5.6922 -4.5870 1.6240
C -4.5051 -4.9222 2.1793
C -3.4055 -3.9858 2.2022
H 1.6907 -3.0934 1.8843
H -0.1173 -4.5535 2.3234
H -0.1114 -3.3371 0.3136
H -1.4728 -1.3970 0.2548
H -2.3176 -0.0552 1.9884
H -4.9739 -1.2776 0.6790
H -6.7598 -3.0453 0.7150
H -4.3420 -5.9334 2.6200
H -2.4527 -4.3267 2.6754
F -0.9430 1.1963 0.3772
C -0.0658 2.1938 0.6012
C 1.2426 2.0522 0.1779
C 2.1455 3.0832 0.4050
C 1.7316 4.2362 1.0606
C 0.4150 4.3630 1.4850
C -0.4925 3.3380 1.2496
H 1.5483 1.1425 -0.3243
H 3.1713 2.9871 0.0710
H 2.4375 5.0374 1.2404
H 0.0942 5.2608 1.9996
H -1.5251 3.4225 1.5654
F 1.5447 -4.3571 -1.0262
C 2.5349 -5.2678 -0.9659
C 2.7190 -6.1367 -2.0258
C 3.7428 -7.0730 -1.9668
C 4.5623 -7.1361 -0.8457
C 4.3628 -6.2601 0.2140
C 3.3464 -5.3156 0.1527
H 2.0653 -6.0776 -2.8870
H 3.9013 -7.7538 -2.7942
H 5.3580 -7.8702 -0.7993
H 4.9992 -6.3123 1.0891
H 3.1820 -4.6193 0.9653
F 1.6992 6.1029 -1.0509
C 0.7984 6.8557 -1.7054
C 1.1957 8.0564 -2.2649
C 0.2641 8.8301 -2.9449
C -1.0537 8.3993 -3.0477
C -1.4398 7.1928 -2.4762
C -0.5076 6.4123 -1.8051
H 2.2249 8.3789 -2.1673
H 0.5651 9.7688 -3.3939
H -1.7804 9.0062 -3.5748
H -2.4677 6.8597 -2.5532
H -0.7877 5.4649 -1.3606
```